Entry from the OMol25 dataset: a single C3H3PS molecule at a distorted geometry (ωB97M-V with the def2-TZVPD basis set).

Geometry as XYZ:
```
8
C3H3PS (ωB97M-V with the def2-TZVPD basis set)
C -1.55828 0.55826 0.09844
C -2.60030 -0.29014 0.17725
C -0.13790 0.06147 -0.08393
P -1.94653 2.33399 0.00945
S -3.95148 -1.01954 -0.08159
H 0.37338 -0.29890 0.76889
H 0.49703 0.73518 -0.46496
H -0.32948 -0.68482 -0.79492
```

* orbital gap (spin up / spin down): 6.88 / 6.07 eV
* lowest unoccupied orbital energy (spin up / spin down): -1.319 / -1.334 eV
* HOMO (spin up / spin down): -8.20 / -7.40 eV
* relative energy (zero: lowest compared OMol25 entry of this formula, charge and spin): 1.808 eV
* total charge: 0
* calculated total energy: -23279.6403 eV